# 1
The following is a DFT calculation (ωB97M-V/def2-TZVPD) of a cluster of 2 separate species, C2H5O2S in total.

ORCA input file:
```
! RIJCOSX wB97M-V def2-TZVPD def2/J DEFGRID3
* xyz -1 1
C -1.0946 1.3244 2.0032
S -0.6895 -0.4172 1.7127
H -2.1294 1.6155 1.8514
H -0.7829 1.6082 3.0104
H -0.4641 1.9063 1.3306
O 1.2790 -0.0870 -3.0916
C 1.0735 -0.5195 -1.9650
O 0.4320 -0.0190 -0.9872
H 1.3726 -1.5838 -1.7244
H -0.0202 -0.2080 0.4455
*
```

## Properties
Lowest unoccupied orbital energy, eV: 3.7
HOMO level, eV: -4.61
Kohn-Sham gap, eV: 8.3
Total energy, eV: -17086.58940
Strongest force on any atom, eV/A: 1.79

The net atomic charges from Löwdin, expressed in e, are:
1. C -0.55
2. S 0.50
3. H 0.01
4. H 0.00
5. H 0.01
6. O -0.09
7. C -0.64
8. O -0.19
9. H 0.10
10. H -0.15

# 2
The following is a DFT calculation (ωB97M-V/def2-TZVPD) of a cluster of 2 separate species, C2H5O2S2 in total.

ORCA input file:
```
! RIJCOSX wB97M-V def2-TZVPD def2/J DEFGRID3
* xyz 0 2
C -0.1113 -1.5314 -0.6025
S 1.5657 -1.1752 -1.0957
S 1.5951 0.6931 -1.8010
H -0.6579 -2.3261 -1.1107
H -0.1346 -1.6503 0.4785
H -0.8075 -0.7063 -0.7989
H 0.6697 1.4782 -0.4061
O -0.0350 1.7906 0.2509
C -0.4779 1.2632 1.3722
O -0.5364 1.8335 2.4141
H -1.0699 0.3306 1.2991
*
```

## Properties
Lowest unoccupied orbital energy (alpha / beta), eV: 0.2 / -2.8
HOMO level (alpha / beta), eV: -9.62 / -9.95
Kohn-Sham gap (alpha / beta), eV: 9.8 / 7.2
Total energy, eV: -27919.02673
Strongest force on any atom, eV/A: 1.86
<S²>: 0.754

The net atomic charges from Löwdin, expressed in e, are:
1. C -0.48
2. S 0.45
3. S 0.30
4. H 0.05
5. H 0.03
6. H 0.04
7. H -0.11
8. O -0.03
9. C -0.45
10. O 0.08
11. H 0.12

# 3
The following is a DFT calculation (ωB97M-V/def2-TZVPD) of a cluster of 2 separate species, C2H5O3P in total.

ORCA input file:
```
! RIJCOSX wB97M-V def2-TZVPD def2/J DEFGRID3
* xyz 0 1
C -1.8251 -0.6703 1.3005
C 2.2400 -0.1333 -2.4651
O 0.5120 1.6827 1.8988
O -0.8597 -0.1378 0.3809
O -1.6223 0.1901 2.4122
P -0.8181 1.3511 1.4148
H -2.8800 -0.4796 1.0541
H -1.5389 -1.6229 1.5459
H 2.3388 1.0117 -2.5904
H 1.4018 -0.4687 -1.9836
H 3.0515 -0.7229 -2.9681
*
```

## Properties
Lowest unoccupied orbital energy (alpha / beta), eV: 0.3 / -3.1
HOMO level (alpha / beta), eV: -10.45 / -8.74
Kohn-Sham gap (alpha / beta), eV: 10.8 / 5.6
Total energy, eV: -17582.81733
Strongest force on any atom, eV/A: 4.78

The net atomic charges from Löwdin, expressed in e, are:
1. C -0.33
2. C 0.07
3. O -0.30
4. O -0.23
5. O -0.24
6. P 0.87
7. H 0.13
8. H 0.10
9. H 0.01
10. H -0.08
11. H 0.00

# 4
The following is a DFT calculation (ωB97M-V/def2-TZVPD) of the molecule C2H5OP.

ORCA input file:
```
! RIJCOSX wB97M-V def2-TZVPD def2/J DEFGRID3
* xyz 0 1
C 1.7097 -0.3439 0.0023
C -1.9589 0.8938 0.3010
O -0.5422 -0.4379 -1.5459
P -0.4594 0.1371 -0.2185
H 1.4987 -1.2118 0.6542
H 2.0907 -0.5870 -0.9393
H -2.7130 0.1084 -0.0192
H -2.0813 0.9693 1.3896
H 2.4558 0.4721 0.3758
*
```

## Properties
Lowest unoccupied orbital energy (alpha / beta), eV: -0.7 / -0.7
HOMO level (alpha / beta), eV: -9.04 / -9.04
Kohn-Sham gap (alpha / beta), eV: 8.3 / 8.3
Total energy, eV: -13487.83115
Strongest force on any atom, eV/A: 3.91

The net atomic charges from Löwdin, expressed in e, are:
1. C -0.09
2. C -0.26
3. O -0.44
4. P 0.78
5. H 0.01
6. H -0.02
7. H 0.01
8. H -0.04
9. H 0.05

# 5
The following is a DFT calculation (ωB97M-V/def2-TZVPD) of the molecule C2H5OP.

ORCA input file:
```
! RIJCOSX wB97M-V def2-TZVPD def2/J DEFGRID3
* xyz 0 1
C 0.4556 0.7466 -0.2399
C -0.6262 0.1050 0.3920
O -1.4306 -0.7528 -0.1670
P 2.0025 -0.3838 0.1315
H 0.5404 0.7066 -1.4316
H 0.7653 1.7272 0.1499
H -0.5765 0.0506 1.4270
H -1.9230 -1.2373 0.4070
H 1.7627 -0.9699 -1.0758
*
```

## Properties
Lowest unoccupied orbital energy (alpha / beta), eV: -0.4 / 0.1
HOMO level (alpha / beta), eV: -6.70 / -7.15
Kohn-Sham gap (alpha / beta), eV: 6.3 / 7.3
Total energy, eV: -13487.54822
Strongest force on any atom, eV/A: 4.71

The net atomic charges from Löwdin, expressed in e, are:
1. C -0.55
2. C -0.27
3. O 0.10
4. P 0.64
5. H 0.11
6. H 0.05
7. H 0.09
8. H 0.07
9. H -0.24

# 6
The following is a DFT calculation (ωB97M-V/def2-TZVPD) of a cluster of 2 separate species, C2H5OP in total.

ORCA input file:
```
! RIJCOSX wB97M-V def2-TZVPD def2/J DEFGRID3
* xyz 0 1
C -0.5730 1.6534 0.2267
C 0.7200 -1.4012 0.0488
O 1.9719 -0.6564 0.0526
P 2.3531 0.8583 -0.1905
H -1.5457 1.3460 -0.3692
H -0.2805 2.7101 -0.1635
H 0.3698 -1.7769 -0.9362
H -0.0273 -0.9566 0.6908
H 1.0383 -2.2818 0.5039
*
```

## Properties
Lowest unoccupied orbital energy (alpha / beta), eV: -0.8 / -0.9
HOMO level (alpha / beta), eV: -7.61 / -7.67
Kohn-Sham gap (alpha / beta), eV: 6.8 / 6.8
Total energy, eV: -13484.18061
Strongest force on any atom, eV/A: 2.03

The net atomic charges from Löwdin, expressed in e, are:
1. C -0.03
2. C -0.14
3. O -0.70
4. P 0.79
5. H -0.05
6. H -0.09
7. H 0.10
8. H 0.06
9. H 0.05

# 7
The following is a DFT calculation (ωB97M-V/def2-TZVPD) of the molecule C2H5OP.

ORCA input file:
```
! RIJCOSX wB97M-V def2-TZVPD def2/J DEFGRID3
* xyz 0 1
C 0.5147 0.4575 -0.5661
C -0.8038 0.3938 -0.0465
O -1.2076 -0.8278 0.5152
P 2.1179 -0.3266 0.3836
H 0.6976 -0.4355 -1.1997
H 1.0426 1.2764 -1.0290
H -1.6260 1.0623 -0.4051
H -1.9200 -0.6416 1.1487
H 1.1846 -0.9586 1.1989
*
```

## Properties
Lowest unoccupied orbital energy (alpha / beta), eV: -0.6 / 0.4
HOMO level (alpha / beta), eV: -7.09 / -7.99
Kohn-Sham gap (alpha / beta), eV: 6.5 / 8.4
Total energy, eV: -13487.14508
Strongest force on any atom, eV/A: 3.41

The net atomic charges from Löwdin, expressed in e, are:
1. C -0.49
2. C -0.25
3. O -0.07
4. P 0.73
5. H 0.04
6. H 0.04
7. H 0.11
8. H 0.10
9. H -0.21

# 8
The following is a DFT calculation (ωB97M-V/def2-TZVPD) of a structure of composition C2H5OPS.

ORCA input file:
```
! RIJCOSX wB97M-V def2-TZVPD def2/J DEFGRID3
* xyz 0 1
C 1.2107 0.8574 -0.1097
C -0.7507 -0.3856 0.1074
O -1.9580 -1.1220 0.0394
P 0.8587 -1.1590 0.0644
S -0.5295 1.2910 -0.2147
H 1.6402 1.4894 0.6049
H 1.7397 1.1924 -1.1273
H -0.4050 -0.4509 2.1633
H -2.6713 -0.5117 -0.0970
H 0.8652 -1.2010 -1.4308
*
```

## Properties
Lowest unoccupied orbital energy (alpha / beta), eV: -0.1 / -0.2
HOMO level (alpha / beta), eV: -8.01 / -7.34
Kohn-Sham gap (alpha / beta), eV: 7.9 / 7.2
Total energy, eV: -24321.25341
Strongest force on any atom, eV/A: 4.54

The net atomic charges from Löwdin, expressed in e, are:
1. C -0.63
2. C -1.03
3. O -0.09
4. P 0.82
5. S 0.78
6. H -0.01
7. H 0.07
8. H 0.07
9. H 0.07
10. H -0.06

Energy above the lowest of the compared OMol25 structures with the same formula, charge and spin, record by record: 0.5505, 0.0000, 4.5049, 3.0441, 3.3270, 6.6947, 3.7302, 4.9860 eV